# 1
Entry from the OMol25 dataset: a 2-piece molecular cluster, C13H29ClN3O5P overall at a distorted geometry (ωB97M-V/def2-TZVPD).

Geometry as XYZ:
```
52
Properties=species:S:1:pos:R:3:nbo_charge:R:1
O 0.821 -1.022 -0.650 -0.555
C 1.889 -0.925 -1.168 0.999
O 2.742 -1.975 -1.220 -0.546
C 2.478 -2.894 -2.291 -0.071
C 3.618 -3.900 -2.503 -0.442
C 4.702 -3.952 -1.430 -0.360
Cl 5.745 -2.511 -1.334 -0.068
O 2.307 0.272 -1.629 -0.515
C 2.712 0.347 -3.000 -0.125
C 4.124 -0.211 -3.188 0.222
C 4.799 0.239 -4.582 -0.459
O 4.274 -1.173 -4.089 -0.490
H 1.564 -3.437 -2.044 0.190
H 2.269 -2.395 -3.236 0.187
H 4.112 -3.744 -3.458 0.230
H 3.166 -4.893 -2.513 0.223
H 5.376 -4.763 -1.693 0.219
H 4.287 -4.197 -0.456 0.218
H 2.075 -0.226 -3.670 0.204
H 2.795 1.389 -3.279 0.231
H 4.774 -0.245 -2.317 0.219
H 5.705 0.532 -3.967 0.189
H 5.431 -0.246 -5.327 0.304
C -2.339 0.173 3.748 -0.405
N -2.896 -0.068 2.438 -0.802
C -2.569 -1.403 1.946 -0.415
P -3.237 1.106 1.229 2.334
O -4.395 0.459 0.537 -1.019
N -4.062 2.525 1.853 -0.798
C -4.315 2.674 3.281 -0.412
C -5.305 2.841 1.149 -0.396
N -1.760 1.910 1.211 -0.799
C -0.693 1.203 0.488 -0.414
C -1.312 3.033 2.000 -0.392
H -1.238 0.224 3.751 0.166
H -2.632 -0.640 4.416 0.198
H -2.724 1.079 4.205 0.206
H -1.575 -1.444 1.480 0.175
H -3.301 -1.727 1.206 0.228
H -2.592 -2.131 2.758 0.192
H -4.800 1.790 3.716 0.180
H -4.978 3.524 3.449 0.199
H -3.411 2.908 3.847 0.186
H -6.145 2.212 1.466 0.178
H -5.191 2.726 0.075 0.214
H -5.569 3.885 1.335 0.182
H -0.090 0.585 1.160 0.188
H -0.032 1.902 -0.028 0.201
H -1.111 0.551 -0.278 0.216
H -1.249 2.802 3.067 0.181
H -1.940 3.911 1.853 0.224
H -0.306 3.318 1.686 0.201
```

Results
Net charge ... 0
HOMO energy ... -7.90 eV
Frontier orbital gap ... 8.19 eV
SMILES ... O=C(OCCCCl)OC[C@@H]1CO1.CN(C)P(=O)(N(C)C)N(C)C
Energy ... -50464.043 eV

# 2
Entry from the OMol25 dataset: C13H30AlO3 as an isolated structure (ωB97M-V/def2-TZVPD).

Geometry as XYZ:
```
47
Properties=species:S:1:pos:R:3:nbo_charge:R:1
C 8.067 -1.295 0.367 -0.606
C 6.819 -0.902 -0.451 -0.398
C 5.828 -0.041 0.331 -0.403
C 4.422 -0.213 -0.228 -0.044
O 3.484 0.558 0.462 -0.948
Al 1.936 0.751 -0.526 1.879
C 2.336 2.253 -1.839 -1.264
O 1.601 -0.762 -1.467 -1.210
C 0.420 1.167 0.733 -0.987
C -0.828 0.295 0.540 -0.393
C -1.856 0.537 1.633 -0.383
C -3.198 -0.150 1.405 -0.397
C -4.027 0.529 0.306 -0.402
C -5.515 0.575 0.589 -0.416
C -6.231 -0.722 0.279 -0.059
O -6.649 -0.738 -1.085 -0.546
C -7.815 -1.477 -1.288 -0.239
H 8.147 -0.666 1.245 0.199
H 7.995 -2.326 0.688 0.198
H 8.958 -1.163 -0.234 0.194
H 6.289 -1.815 -0.706 0.189
H 7.104 -0.427 -1.383 0.190
H 5.846 -0.349 1.373 0.185
H 6.104 1.009 0.263 0.193
H 4.475 0.043 -1.298 0.128
H 4.169 -1.275 -0.129 0.138
H 3.290 2.094 -2.332 0.196
H 2.377 3.183 -1.274 0.199
H 1.549 2.380 -2.581 0.197
H 2.332 -0.968 -2.075 0.454
H 0.790 1.023 1.748 0.198
H 0.146 2.215 0.623 0.190
H -0.532 -0.750 0.519 0.196
H -1.262 0.542 -0.426 0.185
H -1.443 0.261 2.599 0.190
H -2.009 1.614 1.674 0.181
H -3.048 -1.208 1.210 0.195
H -3.764 -0.089 2.336 0.178
H -3.842 0.040 -0.646 0.210
H -3.668 1.547 0.200 0.203
H -5.965 1.326 -0.055 0.212
H -5.727 0.848 1.618 0.196
H -7.107 -0.834 0.916 0.157
H -5.563 -1.569 0.447 0.171
H -7.716 -2.516 -0.965 0.158
H -8.676 -1.048 -0.768 0.154
H -8.044 -1.484 -2.348 0.186
```

Results
Net charge ... -1
HOMO energy ... -4.38 eV
Frontier orbital gap ... 7.04 eV
Energy ... -26710.764 eV

# 3
Entry from the OMol25 dataset: a 2-piece molecular cluster, C13H30N3O3 overall at a distorted geometry (ωB97M-V/def2-TZVPD).

Geometry as XYZ:
```
49
Properties=species:S:1:pos:R:3:nbo_charge:R:1
C 6.000 3.420 -1.283 -0.617
C 4.960 3.966 -2.263 -0.407
C 4.132 2.851 -2.893 -0.232
N 3.191 2.376 -1.904 -0.347
O 2.378 1.352 -2.492 -0.417
C 1.226 1.349 -1.743 1.015
O 1.031 0.527 -0.865 -0.593
O 0.318 2.255 -2.164 -0.523
C 0.084 3.344 -1.267 0.107
N 0.581 4.548 -1.866 -0.838
H 6.849 4.076 -1.166 0.226
H 6.335 2.440 -1.603 0.204
H 5.565 3.303 -0.296 0.200
H 4.256 4.589 -1.720 0.204
H 5.404 4.564 -3.046 0.221
H 4.788 2.061 -3.257 0.181
H 3.560 3.242 -3.725 0.208
H 3.665 1.966 -1.107 0.355
H 0.527 3.119 -0.297 0.147
H -0.986 3.435 -1.128 0.171
H 0.534 5.307 -1.207 0.365
H 1.538 4.423 -2.156 0.371
C -1.527 -1.728 -0.762 -0.625
C -1.342 -3.088 -0.088 -0.434
C -2.575 -3.700 0.553 -0.201
N -3.006 -3.154 1.898 -0.209
C -3.988 -4.133 2.460 -0.396
C -1.856 -2.979 2.863 -0.215
C -1.413 -1.534 2.715 -0.427
C -2.712 -0.771 2.437 -0.431
C -3.665 -1.785 1.795 -0.216
H -1.992 -0.984 -0.116 0.191
H -0.559 -1.326 -1.055 0.260
H -2.135 -1.821 -1.663 0.220
H -0.512 -3.056 0.618 0.213
H -1.025 -3.800 -0.852 0.244
H -2.392 -4.761 0.721 0.222
H -3.445 -3.610 -0.096 0.222
H -3.485 -5.085 2.607 0.231
H -4.810 -4.244 1.758 0.233
H -4.353 -3.754 3.409 0.228
H -2.253 -3.160 3.860 0.224
H -1.092 -3.720 2.643 0.238
H -0.710 -1.413 1.894 0.234
H -0.913 -1.182 3.614 0.251
H -2.545 0.090 1.795 0.247
H -3.145 -0.396 3.363 0.231
H -3.880 -1.587 0.750 0.237
H -4.608 -1.834 2.332 0.229
```

Results
Net charge ... +1
Energy relative to the best compared isomer or geometry (same formula, charge and spin) ... 1.007 eV
HOMO energy ... -11.44 eV
Frontier orbital gap ... 9.13 eV
Energy ... -24572.393 eV

# 4
Entry from the OMol25 dataset: a 9-piece molecular cluster, C13H30N8O18S overall at a distorted geometry (ωB97M-V/def2-TZVPD).

Geometry as XYZ:
```
70
Properties=species:S:1:pos:R:3:nbo_charge:R:1
C -7.208 -2.464 -4.347 -0.495
N -6.677 -3.161 -5.497 0.518
O -5.514 -3.516 -5.441 -0.374
O -7.462 -3.639 -6.298 -0.369
H -6.743 -1.478 -4.362 0.238
H -7.065 -2.943 -3.378 0.249
H -8.245 -2.197 -4.548 0.234
C -2.042 0.256 7.088 -0.482
N -1.621 1.403 7.899 0.519
O -2.170 1.725 8.958 -0.377
O -0.744 2.079 7.406 -0.373
H -2.777 -0.282 7.687 0.228
H -1.133 -0.338 6.988 0.240
H -2.537 0.646 6.199 0.244
C 5.859 -3.178 5.700 -0.481
N 6.387 -4.343 4.884 0.506
O 5.624 -4.877 4.031 -0.369
O 7.487 -4.832 5.223 -0.365
H 5.061 -2.690 5.141 0.235
H 6.622 -2.429 5.913 0.236
H 5.600 -3.600 6.671 0.240
C -7.710 -4.608 3.032 -0.493
N -9.197 -4.597 2.724 0.521
O -9.968 -5.193 3.445 -0.351
O -9.581 -3.986 1.704 -0.390
H -7.258 -5.543 3.362 0.242
H -7.570 -3.867 3.819 0.233
H -7.220 -4.141 2.177 0.237
C 5.206 5.557 -4.195 -0.506
N 5.119 4.100 -3.911 0.527
O 4.143 3.465 -4.204 -0.347
O 6.161 3.612 -3.457 -0.385
H 4.250 6.056 -4.038 0.227
H 5.431 5.832 -5.225 0.246
H 5.809 6.059 -3.438 0.238
C -0.202 1.088 0.693 -0.488
N -1.463 0.480 0.169 0.518
O -2.096 -0.377 0.819 -0.411
O -1.971 0.838 -0.858 -0.346
H -0.552 1.654 1.556 0.239
H 0.252 1.838 0.045 0.244
H 0.482 0.315 1.042 0.245
C 1.930 -4.319 -2.529 -0.480
N 3.387 -4.189 -2.322 0.508
O 3.863 -3.241 -1.695 -0.363
O 4.128 -5.014 -2.922 -0.387
H 1.748 -4.944 -3.403 0.247
H 1.472 -3.330 -2.519 0.239
H 1.634 -4.810 -1.601 0.236
O 7.222 3.503 5.052 -0.846
S 7.783 3.313 3.696 2.447
O 6.839 3.324 2.605 -0.855
O 9.015 4.423 3.523 -0.674
C 10.293 3.836 3.404 -0.096
C 10.126 2.420 2.909 -0.090
O 8.896 2.056 3.516 -0.682
H 10.840 4.390 2.641 0.198
H 10.908 3.937 4.299 0.192
H 10.911 1.726 3.208 0.217
H 10.088 2.425 1.820 0.189
C -7.426 3.267 -6.116 -0.305
C -6.216 2.750 -6.724 -0.305
C -6.669 1.924 -7.744 -0.076
N -8.032 2.187 -7.935 -0.518
C -8.540 2.826 -6.832 -0.077
H -7.531 3.797 -5.181 0.218
H -5.222 2.901 -6.329 0.228
H -6.160 1.368 -8.517 0.207
H -8.452 1.786 -8.762 0.413
H -9.605 2.969 -6.725 0.215
```

Results
Net charge ... 0
Energy relative to the best compared isomer or geometry (same formula, charge and spin) ... 3.246 eV
HOMO energy ... -8.35 eV
Frontier orbital gap ... 8.21 eV
SMILES ... C[N+](=O)[O-].C[N+](=O)[O-].C[N+](=O)[O-].C[N+](=O)[O-].C[N+](=O)[O-].C[N+](=O)[O-].C[N+](=O)[O-].O=S1(=O)OCCO1.c1cc[nH]c1
Energy ... -73554.088 eV